Computed, not measured: 2 unconnected molecules or ions with the total composition C8H17N2 at a distorted geometry, with ωB97M-V with the def2-TZVPD basis set.

Structure (ORCA input):
```
! wB97M-V def2-TZVPD RIJCOSX def2/J DEFGRID3
* xyz 1 1
N 2.111 0.468 -2.899
N -0.248 -0.608 -1.605
C -2.827 -0.080 -0.470
C -0.267 -0.138 -0.396
C -1.479 1.269 1.315
C -1.496 0.010 0.396
C 1.031 0.018 0.153
C -1.241 -1.263 1.285
C 2.992 0.152 1.828
C 1.897 0.193 0.942
H -2.919 0.808 -1.020
H 2.816 0.610 -2.242
H -1.133 -2.187 0.714
H 2.672 -0.239 -3.386
H -0.215 -1.127 1.871
H 1.981 1.186 -3.685
H 3.814 -0.279 1.280
H -1.991 -1.504 2.057
H -0.778 2.088 0.873
H 2.740 -0.557 2.710
H -2.627 -0.908 -1.274
H -1.281 0.953 2.336
H -2.416 1.734 1.150
H -1.144 -1.054 -1.879
H 3.273 1.116 2.248
H 0.588 -0.428 -2.248
H -3.855 -0.232 -0.055
*
```

Output
Electronic energy ... -424.193038 hartree
Energy above the lowest of the compared OMol25 structures with the same formula, charge and spin ... 319.8 kJ/mol
Gap between HOMO and LUMO ... 10.08 eV
Molecular weight ... 141.238 g mol⁻¹
Strongest force on any atom ... 3.672 eV/A